Record 1
{"formula": "C13H12NO", "method": "the ωB97M-V functional and the def2-TZVPD basis", "species": ["C", "C", "C", "C", "C", "C", "C", "C", "C", "C", "C", "O", "C", "N", "C", "H", "H", "H", "H", "H", "H", "H", "H", "H", "H", "H", "H"], "positions_angstrom": [[-2.122, 2.092, -0.011], [-0.751, 2.163, -0.459], [-0.061, 0.962, -0.628], [-0.808, -0.249, -0.406], [0.008, -1.377, -0.455], [-0.561, -2.597, -0.402], [-1.949, -2.690, -0.058], [-2.692, -1.581, 0.317], [-2.148, -0.282, 0.013], [-2.827, 0.960, 0.115], [1.399, -0.944, -0.913], [2.465, -1.229, -0.041], [2.254, -0.352, 0.902], [2.415, 1.040, 0.244], [1.369, 0.680, -0.883], [-2.670, 3.085, 0.170], [-0.438, 3.207, -0.594], [0.120, -3.394, -0.557], [-2.544, -3.661, 0.016], [-3.636, -1.564, 0.642], [-3.901, 1.114, 0.511], [1.702, -1.219, -1.974], [2.949, -0.367, 1.749], [1.218, -0.442, 1.289], [2.047, 1.875, 0.717], [3.351, 1.143, -0.040], [1.650, 1.078, -1.751]], "smiles": "c1cc2c3c(cccc3c1)[C@@H]1OC[NH2+][C@H]21", "fmax_ev_per_a": 5.31, "e_above_lowest_kj_mol": 0.0, "spin_multiplicity": 1, "total_charge": 1, "molar_mass_g_mol": 198.245, "orbital_gap_ha": 0.31928, "lumo_energy_ev": -3.3}

---

Record 2
{"formula": "C13H13BrClNO4", "method": "the ωB97M-V functional and the def2-TZVPD basis", "species": ["O", "C", "C", "C", "C", "O", "N", "O", "C", "C", "C", "O", "C", "C", "C", "C", "Br", "C", "C", "Cl", "H", "H", "H", "H", "H", "H", "H", "H", "H", "H", "H", "H", "H"], "positions_angstrom": [[2.591, 0.858, -0.043], [3.048, 0.377, -1.043], [4.267, 0.807, -1.827], [4.323, -0.121, -3.039], [3.124, -1.037, -2.914], [2.747, -1.883, -3.670], [2.504, -0.699, -1.719], [1.408, -1.380, -1.229], [0.167, -0.723, -1.487], [-0.831, -1.214, -0.447], [-0.318, -0.940, 0.974], [-1.326, -1.120, 1.947], [-2.260, -0.162, 2.130], [-2.307, 1.072, 1.488], [-3.306, 1.987, 1.774], [-4.275, 1.673, 2.707], [-5.650, 2.925, 3.096], [-4.262, 0.454, 3.365], [-3.261, -0.451, 3.074], [-3.221, -1.973, 3.879], [5.144, 0.722, -1.185], [4.166, 1.858, -2.099], [5.227, -0.732, -3.063], [4.267, 0.412, -3.988], [0.302, 0.361, -1.397], [-0.175, -0.961, -2.502], [-1.782, -0.703, -0.607], [-0.991, -2.284, -0.570], [0.453, -1.670, 1.231], [0.126, 0.059, 1.045], [-1.559, 1.340, 0.760], [-3.325, 2.940, 1.268], [-5.017, 0.208, 4.094]], "smiles": "O=C1CCC(=O)N1OCCCOc1ccc(Br)cc1Cl", "fmax_ev_per_a": 0.95, "spin_multiplicity": 1, "molar_mass_g_mol": 362.607, "orbital_gap_ha": 0.33299, "lumo_energy_ev": 0.5}

---

Record 3
{"formula": "C13H13Cl2N2NiOPS5", "method": "the ωB97M-V functional and the def2-TZVPD basis", "species": ["Ni", "S", "C", "S", "C", "C", "S", "S", "S", "C", "P", "C", "C", "O", "H", "H", "H", "H", "H", "H", "H", "H", "H", "Cl", "C", "C", "C", "C", "C", "Cl", "C", "N", "H", "H", "H", "N", "C", "H"], "positions_angstrom": [[1.127, -0.357, -0.555], [-7.669, -0.272, -0.117], [-6.092, -0.406, -0.671], [-4.856, 0.737, -0.372], [-3.509, -0.031, -1.211], [-3.823, -1.214, -1.801], [-2.831, -2.354, -2.675], [-5.506, -1.703, -1.616], [-1.993, 0.808, -1.086], [-1.662, 0.645, 2.725], [-0.858, -0.825, 2.093], [-0.479, -1.811, 3.561], [-2.073, -1.778, 1.183], [0.419, -0.570, 1.344], [-2.566, 0.384, 3.279], [-1.918, 1.261, 1.857], [-0.967, 1.181, 3.373], [-1.382, -2.021, 4.136], [0.232, -1.264, 4.181], [-0.020, -2.748, 3.246], [-2.918, -2.032, 1.825], [-1.606, -2.689, 0.805], [-2.419, -1.193, 0.330], [1.472, 2.346, -1.318], [3.194, 2.073, -1.358], [4.017, 3.128, -1.667], [5.404, 2.989, -1.634], [5.922, 1.751, -1.256], [5.096, 0.694, -0.957], [5.831, -0.823, -0.477], [3.653, 0.743, -1.002], [2.926, -0.300, -0.698], [3.563, 4.080, -1.920], [6.056, 3.817, -1.878], [6.993, 1.596, -1.196], [-0.111, -1.331, -3.101], [0.516, -0.877, -2.226], [-1.164, -1.631, -3.145]], "fmax_ev_per_a": 0.91, "spin_multiplicity": 1, "total_charge": -2, "molar_mass_g_mol": 534.168, "orbital_gap_ha": [0.20135, 0.20143], "lumo_energy_ev": [4.3, 4.3]}

---

Record 4
{"formula": "C13H13F6NO", "method": "the ωB97M-V functional and the def2-TZVPD basis", "species": ["C", "C", "N", "C", "C", "F", "F", "F", "C", "F", "F", "F", "O", "C", "C", "C", "C", "C", "C", "C", "C", "H", "H", "H", "H", "H", "H", "H", "H", "H", "H", "H", "H", "H"], "positions_angstrom": [[2.490, -1.864, 0.440], [2.143, -0.537, -0.259], [2.630, 0.728, 0.379], [1.477, 1.332, 1.066], [1.619, 1.228, 2.611], [2.596, 2.028, 3.065], [2.003, -0.014, 3.058], [0.548, 1.807, 3.300], [1.362, 2.767, 0.406], [0.985, 2.631, -0.867], [2.542, 3.431, 0.511], [0.390, 3.483, 0.957], [0.277, 0.615, 0.707], [0.618, -0.255, -0.445], [-0.230, -1.489, -0.378], [-1.699, -1.039, -0.653], [-2.527, -0.480, 0.281], [-3.797, 0.044, -0.153], [-4.215, -0.023, -1.513], [-3.428, -0.804, -2.418], [-2.170, -1.311, -2.031], [2.308, -2.621, -0.334], [1.954, -2.195, 1.310], [3.565, -1.872, 0.499], [2.511, -0.612, -1.286], [2.955, 1.365, -0.337], [0.448, 0.242, -1.432], [-0.232, -1.856, 0.687], [0.045, -2.219, -1.103], [-2.221, -0.603, 1.300], [-4.393, 0.525, 0.608], [-5.143, 0.530, -1.838], [-3.855, -1.144, -3.397], [-1.559, -1.818, -2.742]], "smiles": "C[C@@H]1NC(C(F)(F)F)(C(F)(F)F)O[C@@H]1Cc1ccccc1", "fmax_ev_per_a": 3.95, "e_above_lowest_kj_mol": 115.6, "spin_multiplicity": 1, "molar_mass_g_mol": 313.241, "orbital_gap_ha": 0.35582, "lumo_energy_ev": 0.6}